# C2H5NO2

A cluster of 2 separate species, C2H5NO2 in total (ωB97M-V/def2-TZVPD, OMol25).

Each line ends with the Mulliken charge.
Cartesian coordinates (Å):
O -2.09428 1.28249 0.33669  -0.420
O -1.52603 -0.91900 0.27662  -0.274
N -0.92173 -0.42906 -0.91532  -0.385
C 2.36642 -0.54473 0.47034  -0.777
C -1.12287 0.35204 0.26687  0.514
H -1.62174 -0.42790 -1.59677  0.230
H 1.64744 -0.16465 1.16254  0.256
H 3.13691 0.01365 0.00341  0.284
H -1.81332 2.13975 0.22515  0.317
H 1.94920 -1.30259 -0.22953  0.256

The molar mass comes out at 75.07 u. Its max |F| is 3.7 eV Å⁻¹. The HOMO energy (spin up / spin down) is -0.3248 / -0.3468 hartree.